# 1
Formula: C5H27NO9
Source: the OMol25 dataset
Level of theory: wB97M-V/def2-TZVPD

```
42
Properties=species:S:1:pos:R:3
O -0.08 -1.78 -0.11
C 0.42 -0.63 0.08
C 1.95 -0.53 0.48
C 2.24 0.52 1.47
C 3.65 0.67 1.99
C 1.59 1.82 0.87
N 2.69 -0.45 -0.72
H -0.15 0.33 -0.04
H 2.19 -1.61 0.97
H 1.69 0.18 2.39
H 3.67 1.03 3.06
H 4.28 -0.12 1.89
H 4.27 1.48 1.43
H 1.80 1.87 -0.13
H 1.98 2.69 1.48
H 0.49 1.83 0.98
H 3.50 0.05 -0.44
H 2.95 -1.24 -1.19
H -3.32 -2.12 -1.72
H -2.53 -2.07 -2.93
O -3.21 -2.59 -2.51
H 1.04 -3.01 -3.18
H 0.85 -2.11 -1.95
O 0.86 -2.05 -2.87
H -2.58 2.07 -1.88
H -1.07 2.01 -2.07
O -1.85 1.48 -1.82
H -2.66 2.96 0.25
H -2.32 4.42 0.60
O -2.36 3.54 0.92
H 1.42 -2.85 3.48
H 0.76 -1.93 4.60
O 1.03 -2.04 3.68
H -5.11 0.23 1.55
H -3.68 0.32 0.89
O -4.57 0.02 0.76
H -1.83 -0.57 0.31
H -1.84 0.84 0.60
O -1.77 -0.06 1.02
H -1.29 -1.33 -4.71
H -1.31 -0.50 -3.41
O -1.79 -0.79 -4.06
```

Results
⟨S²⟩ ... 0.7507
Frontier orbital gap (spin up / spin down) ... 2.172 / 8.924 eV
LUMO energy (spin up / spin down) ... 2.37 / 2.33 eV
Electronic energy ... -938.474369 Ha
Total charge ... -1
Multiplicity ... 2

These are the Mulliken partial charges, in e, on atoms 1 to 4: atom 1 (O): -0.56, atom 2 (C): -0.11, atom 3 (C): 0.53, atom 4 (C): 1.04



# 2
Formula: C25H36MnN2OP2
Source: the OMol25 dataset
Level of theory: wB97M-V/def2-TZVPD

```
67
Properties=species:S:1:pos:R:3
C -1.71 3.27 -3.24
C -1.44 2.00 -2.76
C -0.11 1.52 -2.80
C 0.95 2.34 -3.21
C 0.65 3.62 -3.71
C -0.68 4.09 -3.71
C 2.30 1.83 -2.84
C 2.41 0.39 -3.25
C 1.34 -0.42 -2.87
C 1.42 -1.83 -2.93
C 2.62 -2.41 -3.31
C 3.72 -1.62 -3.66
C 3.62 -0.21 -3.65
H -2.74 3.63 -3.22
H 1.46 4.27 -4.05
H -0.92 5.08 -4.09
H 3.09 2.43 -3.27
H 2.71 -3.49 -3.28
H 4.66 -2.10 -3.94
H 4.47 0.40 -3.93
N 0.22 0.25 -2.30
Mn 0.11 0.01 -0.38
C -2.48 1.07 -2.12
H -2.19 0.02 -2.32
H -3.48 1.25 -2.57
C 0.22 -2.63 -2.46
H -0.69 -2.34 -3.00
H 0.39 -3.71 -2.58
P -2.58 1.26 -0.33
P -0.09 -2.28 -0.68
C 1.17 -3.24 0.19
H 1.01 -3.15 1.27
H 1.11 -4.30 -0.10
H 2.18 -2.86 -0.05
C -1.68 -3.01 -0.28
H -1.62 -4.09 -0.34
H -1.95 -2.71 0.73
H -2.45 -2.64 -0.97
C -3.01 2.95 0.07
H -4.01 3.20 -0.32
H -3.02 3.05 1.16
H -2.27 3.64 -0.35
C -3.87 0.16 0.26
H -3.95 0.24 1.36
H -4.83 0.46 -0.18
H -3.66 -0.89 -0.01
H 2.59 2.00 -1.80
H -1.28 1.10 0.31
O 0.74 -0.13 1.52
C 0.60 -0.44 2.74
C 1.76 -0.92 3.55
C 2.17 0.03 4.66
C 1.27 -0.07 5.91
C -0.18 0.29 5.66
C -0.92 -0.66 4.71
N -0.62 -0.39 3.30
H 1.49 -1.92 3.95
H 2.61 -1.05 2.86
H 3.20 -0.21 4.96
H 2.16 1.07 4.31
H 1.34 -1.09 6.33
H 1.68 0.61 6.68
H -0.72 0.27 6.61
H -0.25 1.32 5.28
H -0.67 -1.70 4.95
H -1.99 -0.51 4.82
H -1.38 -0.14 2.68
```

Results
⟨S²⟩ ... 6.1708
Frontier orbital gap (spin up / spin down) ... 6.423 / 5.684 eV
LUMO energy (spin up / spin down) ... -2.45 / -2.47 eV
Electronic energy ... -2992.472667 Ha
Total charge ... +1
Multiplicity ... 5

These are the Mulliken partial charges, in e, on atoms 1 to 4: atom 1 (C): -0.43, atom 2 (C): -0.33, atom 3 (C): 0.52, atom 4 (C): 0.81



# 3
Formula: C4H6N2S
Source: the OMol25 dataset
Level of theory: wB97M-V/def2-TZVPD

```
13
Properties=species:S:1:pos:R:3
C -1.08 1.71 -0.99
C 0.07 1.45 -0.44
C -1.68 -0.42 -1.10
C 0.61 0.05 -0.39
N -0.64 -0.82 -0.42
N -0.62 -2.04 0.25
S -2.93 -1.12 -1.72
H -1.63 2.62 -1.19
H 0.91 2.24 -0.07
H 1.40 -0.27 -1.14
H 1.05 0.00 0.57
H 0.30 -2.36 0.37
H -1.13 -2.77 -0.32
```

Results
Frontier orbital gap ... 8.571 eV
LUMO energy ... 0.59 eV
Electronic energy ... -663.542086 Ha

These are the Mulliken partial charges, in e, on atoms 1 to 4: atom 1 (C): -0.59, atom 2 (C): -0.06, atom 3 (C): 0.15, atom 4 (C): -0.47



# 4
Formula: C27H26ClF3N6O3
Source: the OMol25 dataset
Level of theory: wB97M-V/def2-TZVPD

```
66
Properties=species:S:1:pos:R:3
C 4.53 0.84 -1.41
C 5.57 1.83 -0.92
O 5.65 1.86 0.51
C 6.49 1.02 1.09
O 7.16 0.20 0.51
C 6.51 1.18 2.61
N 6.01 2.47 3.00
C 5.74 -0.04 3.22
C 4.35 -0.13 2.66
C 3.33 0.67 3.16
C 2.07 0.64 2.59
C 1.81 -0.18 1.49
C 0.47 -0.16 0.88
C 0.26 -0.50 -0.45
C -1.05 -0.44 -0.90
O -1.30 -0.74 -2.19
C -2.66 -0.66 -2.58
C -3.46 -1.83 -2.04
C -3.02 -3.12 -2.30
C -3.68 -4.23 -1.82
C -4.82 -4.04 -1.05
Cl -5.68 -5.40 -0.44
C -5.27 -2.77 -0.75
C -4.59 -1.65 -1.23
N -5.05 -0.39 -0.85
C -5.62 -0.08 0.35
C -5.89 1.26 0.33
C -5.46 1.70 -0.94
C -5.51 3.08 -1.50
N -4.95 0.70 -1.62
C -2.67 -0.64 -4.11
F -3.92 -0.75 -4.59
F -2.17 0.51 -4.58
F -1.96 -1.62 -4.67
N -2.06 -0.08 -0.12
C -1.75 0.25 1.14
N -2.77 0.60 1.94
N -0.53 0.23 1.67
C 2.83 -1.00 1.01
C 4.08 -0.97 1.59
H 4.43 0.92 -2.48
H 3.56 1.06 -0.94
H 4.82 -0.17 -1.15
H 6.56 1.57 -1.32
H 5.31 2.86 -1.21
H 7.55 1.10 2.93
H 5.09 2.64 2.61
H 5.95 2.54 4.01
H 6.30 -0.94 2.98
H 5.71 0.08 4.30
H 3.51 1.30 4.02
H 1.27 1.26 2.97
H 1.05 -0.78 -1.13
H -3.11 0.28 -2.24
H -2.13 -3.25 -2.90
H -3.33 -5.22 -2.04
H -6.17 -2.65 -0.16
H -5.76 -0.81 1.12
H -6.34 1.85 1.10
H -5.16 3.06 -2.53
H -6.53 3.45 -1.48
H -4.89 3.75 -0.92
H -2.55 0.97 2.85
H -3.67 0.77 1.53
H 2.63 -1.67 0.19
H 4.86 -1.60 1.20
```

Results
Frontier orbital gap ... 8.958 eV
LUMO energy ... 0.35 eV
Electronic energy ... -2358.623105 Ha
SMILES string ... CCOC(=O)[C@@H](N)Cc1ccc(-c2cc(O[C@H](c3ccc(Cl)cc3-n3ccc(C)n3)C(F)(F)F)nc(N)n2)cc1

These are the Mulliken partial charges, in e, on atoms 1 to 4: atom 1 (C): -0.94, atom 2 (C): -0.41, atom 3 (O): -0.31, atom 4 (C): 0.21



# 5
Formula: C62H124Cl4O42
Source: the OMol25 dataset
Level of theory: wB97M-V/def2-TZVPD

```
232
Properties=species:S:1:pos:R:3
C -3.74 0.61 1.30
Cl -5.24 1.60 1.63
Cl -4.19 -1.03 1.71
H -3.41 0.71 0.27
H -3.00 0.89 2.06
C 3.04 5.27 -2.43
Cl 2.94 3.55 -2.62
Cl 3.50 5.96 -4.05
H 2.07 5.68 -2.16
H 3.84 5.57 -1.76
C 0.50 -6.84 0.62
C 1.17 -6.12 1.72
O 0.62 -4.86 1.94
C -0.08 -4.55 2.91
O -0.40 -5.29 3.77
O -0.41 -3.26 2.82
C -1.22 -2.59 3.82
H -0.55 -6.90 0.91
H 0.96 -7.82 0.53
H 0.50 -6.33 -0.34
H 2.26 -6.10 1.71
H 1.09 -6.65 2.67
H -0.67 -2.30 4.71
H -2.02 -3.28 4.07
H -1.63 -1.70 3.33
C 1.61 1.54 1.93
C 1.27 1.38 0.49
O 1.18 0.01 0.11
C 0.05 -0.49 -0.37
O -1.01 0.12 -0.61
O 0.29 -1.87 -0.47
C -0.78 -2.72 -0.78
H 1.07 0.91 2.65
H 1.51 2.58 2.25
H 2.69 1.40 2.04
H 1.93 1.84 -0.25
H 0.33 1.87 0.24
H -1.50 -2.78 0.04
H -0.62 -3.80 -0.78
H -1.37 -2.45 -1.66
C -2.50 -10.57 -5.81
C -2.02 -9.75 -4.58
O -1.35 -8.60 -4.95
C -0.89 -7.69 -4.05
O -1.04 -7.75 -2.85
O -0.23 -6.74 -4.66
C 0.46 -5.71 -3.92
H -1.79 -10.70 -6.63
H -3.34 -10.11 -6.32
H -2.71 -11.57 -5.44
H -1.40 -10.37 -3.94
H -2.75 -9.57 -3.79
H -0.30 -5.06 -3.47
H 1.02 -5.18 -4.70
H 1.05 -6.17 -3.13
C 3.88 -0.82 -3.08
C 3.92 -2.21 -2.36
O 4.56 -3.15 -3.26
C 4.09 -4.38 -3.36
O 3.25 -4.90 -2.65
O 4.71 -5.02 -4.30
C 4.55 -6.41 -4.53
H 3.25 -0.09 -2.55
H 3.55 -0.97 -4.10
H 4.90 -0.44 -3.07
H 2.88 -2.48 -2.21
H 4.52 -2.14 -1.45
H 4.43 -6.97 -3.60
H 5.49 -6.77 -4.95
H 3.70 -6.56 -5.20
C 3.81 -3.83 1.10
C 3.01 -2.64 1.54
O 3.75 -1.86 2.49
C 4.77 -1.04 2.14
O 5.37 -0.99 1.09
O 5.18 -0.32 3.32
C 6.20 0.59 3.15
H 3.97 -4.52 1.92
H 4.78 -3.61 0.65
H 3.27 -4.38 0.32
H 2.14 -2.94 2.13
H 2.72 -2.02 0.68
H 6.42 1.07 4.11
H 5.77 1.28 2.43
H 7.09 0.14 2.69
C -6.69 2.43 -2.33
C -5.45 3.25 -1.99
O -5.88 4.55 -1.79
C -5.96 5.11 -0.57
O -5.96 4.46 0.51
O -5.98 6.38 -0.69
C -5.94 7.19 0.45
H -7.41 2.47 -1.51
H -6.47 1.45 -2.75
H -7.31 2.91 -3.08
H -4.76 3.26 -2.84
H -4.92 2.80 -1.15
H -5.22 6.98 1.24
H -6.84 7.30 1.05
H -5.67 8.22 0.20
C 0.05 3.38 7.08
C 0.23 3.56 5.54
O -1.10 3.81 4.95
C -1.20 4.04 3.63
O -0.30 4.15 2.81
O -2.47 4.10 3.44
C -3.06 4.48 2.25
H 1.07 3.28 7.46
H -0.44 2.45 7.40
H -0.44 4.22 7.57
H 0.72 2.73 5.03
H 0.85 4.42 5.28
H -2.86 3.87 1.37
H -2.79 5.51 2.01
H -4.14 4.46 2.36
C -7.49 -4.15 2.35
C -6.00 -4.29 2.30
O -5.54 -4.75 1.07
C -4.29 -4.89 0.76
O -3.36 -4.82 1.54
O -4.28 -5.29 -0.51
C -3.10 -5.74 -1.15
H -7.95 -5.12 2.17
H -7.97 -3.45 1.66
H -7.73 -3.79 3.35
H -5.62 -5.06 2.98
H -5.49 -3.37 2.57
H -3.27 -6.76 -1.51
H -2.21 -5.81 -0.53
H -2.87 -5.02 -1.94
C -0.94 7.34 1.12
C -1.33 7.92 -0.24
O -1.27 9.36 -0.32
C -2.33 10.03 0.18
O -3.34 9.45 0.55
O -2.09 11.30 0.18
C -3.16 12.18 0.55
H -1.00 6.26 1.04
H -1.61 7.68 1.92
H 0.07 7.60 1.42
H -2.36 7.63 -0.40
H -0.82 7.57 -1.14
H -2.75 13.18 0.38
H -3.41 12.03 1.60
H -4.06 12.06 -0.04
C 3.94 -2.90 5.62
C 5.44 -2.71 5.28
O 5.94 -1.79 6.21
C 7.30 -1.54 6.18
O 8.20 -2.10 5.53
O 7.55 -0.48 6.98
C 8.85 0.05 7.08
H 3.53 -3.82 5.22
H 3.34 -2.08 5.24
H 3.70 -3.00 6.68
H 5.53 -2.48 4.22
H 5.84 -3.69 5.51
H 9.26 0.28 6.10
H 9.48 -0.63 7.65
H 8.78 0.94 7.71
C -1.56 3.61 -1.88
C -1.22 2.43 -2.78
O -1.24 2.77 -4.16
C -2.40 2.56 -4.82
O -3.42 2.00 -4.36
O -2.43 3.34 -5.93
C -3.59 3.30 -6.82
H -1.37 3.22 -0.88
H -2.63 3.76 -2.01
H -1.04 4.55 -2.07
H -1.82 1.56 -2.53
H -0.18 2.14 -2.58
H -3.21 3.70 -7.76
H -4.52 3.79 -6.54
H -3.78 2.28 -7.16
C 6.17 1.90 -1.04
C 6.86 2.57 0.20
O 7.54 3.70 -0.39
C 6.88 4.89 -0.52
O 5.77 5.18 -0.16
O 7.81 5.63 -1.21
C 7.33 6.96 -1.67
H 5.62 1.00 -0.75
H 7.00 1.62 -1.69
H 5.51 2.58 -1.60
H 7.47 1.85 0.73
H 6.22 3.11 0.90
H 6.40 6.79 -2.22
H 8.09 7.48 -2.25
H 7.09 7.63 -0.84
O 3.22 3.92 5.88
C 3.58 3.01 5.06
O 3.80 3.22 3.73
C 3.60 4.53 3.26
C 4.78 5.40 3.59
C 3.59 1.53 5.44
H 2.70 5.00 3.67
H 3.50 4.51 2.18
H 5.02 6.14 2.84
H 5.67 4.83 3.88
H 4.53 6.00 4.46
H 3.82 0.79 4.67
H 2.64 1.20 5.85
H 4.45 1.36 6.10
O -1.96 -0.91 -4.20
C -1.09 -1.79 -4.12
O -1.35 -3.07 -4.37
C -2.74 -3.45 -4.70
C -2.92 -4.93 -5.05
C 0.39 -1.54 -3.79
H -3.14 -2.87 -5.53
H -3.38 -3.34 -3.82
H -3.78 -4.96 -5.73
H -3.09 -5.58 -4.20
H -2.05 -5.23 -5.63
H 0.95 -2.38 -3.37
H 0.47 -0.78 -3.02
H 0.82 -1.22 -4.74
O -7.31 -4.21 -2.09
C -7.80 -3.24 -2.60
O -7.39 -1.96 -2.43
C -6.36 -1.69 -1.45
C -4.97 -1.88 -2.08
C -8.86 -3.42 -3.69
H -6.49 -2.33 -0.57
H -6.47 -0.66 -1.12
H -4.28 -1.44 -1.36
H -4.78 -1.48 -3.08
H -4.73 -2.95 -2.07
H -9.45 -2.51 -3.81
H -9.58 -4.20 -3.45
H -8.40 -3.71 -4.63
```

Results
Frontier orbital gap ... 10.434 eV
LUMO energy ... 0.40 eV
Electronic energy ... -7437.612680 Ha

These are the Mulliken partial charges, in e, on atoms 1 to 4: atom 1 (C): -0.21, atom 2 (Cl): -0.11, atom 3 (Cl): 0.03, atom 4 (H): -0.10



# 6
Formula: C6H14N2S2
Source: the OMol25 dataset
Level of theory: wB97M-V/def2-TZVPD

```
24
Properties=species:S:1:pos:R:3
C 2.87 0.00 -0.04
C -1.34 -0.22 -1.17
C -1.22 -1.64 -0.65
C -1.38 -0.12 1.20
C -1.17 0.73 -0.01
C 0.20 1.42 -0.10
N -1.88 -1.42 0.67
N 0.30 2.70 0.04
S 4.61 0.34 -0.02
S 2.61 -1.72 -0.26
H 1.02 0.65 -0.13
H -0.40 0.02 -1.70
H -2.23 -0.04 -1.81
H -1.71 -2.44 -1.14
H -0.20 -1.87 -0.54
H -0.36 -0.25 1.74
H -2.04 0.27 1.89
H -1.88 1.51 0.05
H -2.99 -1.39 0.53
H -1.79 -2.09 1.47
H 4.69 1.28 0.90
H 1.24 3.12 -0.05
H -0.61 3.31 0.03
H 3.65 -2.15 -0.90
```

Results
Frontier orbital gap ... 7.588 eV
LUMO energy ... -8.01 eV
Electronic energy ... -1142.146225 Ha
Total charge ... +2

These are the Mulliken partial charges, in e, on atoms 1 to 4: atom 1 (C): -0.22, atom 2 (C): -0.74, atom 3 (C): -0.20, atom 4 (C): -1.05



# 7
Formula: C6H11INO2
Source: the OMol25 dataset
Level of theory: wB97M-V/def2-TZVPD

```
21
Properties=species:S:1:pos:R:3
C 2.13 -0.78 -1.00
C -0.28 -1.08 -0.66
C 0.59 0.41 0.69
C -0.81 0.25 0.05
C -3.28 0.16 -0.22
C -2.14 0.09 0.85
N 1.16 -0.64 -0.25
O 3.00 -1.22 -1.59
O 3.49 0.59 0.54
I 5.19 0.17 0.18
H -0.17 -1.99 -0.08
H -0.53 -1.24 -1.64
H 1.07 1.39 0.62
H 0.78 0.05 1.74
H -0.97 1.01 -0.68
H -4.26 -0.02 0.10
H -2.99 -0.38 -1.07
H -3.24 1.23 -0.48
H -2.33 -0.77 1.48
H -2.07 1.00 1.51
H 5.68 1.78 -0.07
```

Results
Frontier orbital gap ... 9.048 eV
LUMO energy ... -3.81 eV
Electronic energy ... -737.698989 Ha
Total charge ... +1

These are the Mulliken partial charges, in e, on atoms 1 to 4: atom 1 (C): 0.81, atom 2 (C): -0.92, atom 3 (C): -0.72, atom 4 (C): 0.28



# 8
Formula: C5H14N2
Source: the OMol25 dataset
Level of theory: wB97M-V/def2-TZVPD

```
21
Properties=species:S:1:pos:R:3
C 0.28 1.91 -0.28
C 0.02 0.69 0.60
C 1.27 -0.14 0.97
N 2.29 -0.15 -0.08
N -0.86 -0.31 -0.05
C -1.97 -0.92 0.65
C -0.65 -0.76 -1.41
H -0.66 2.30 -0.67
H 0.94 1.66 -1.11
H 0.78 2.67 0.32
H -0.49 0.97 1.52
H 0.52 -1.15 0.84
H 1.69 0.27 1.89
H 2.19 -0.96 -0.67
H 3.23 -0.15 0.31
H -2.88 -0.79 0.06
H -2.11 -0.47 1.63
H -1.80 -2.00 0.77
H -0.42 -1.84 -1.42
H 0.18 -0.24 -1.87
H -1.55 -0.57 -2.00
```

Results
Frontier orbital gap ... 8.557 eV
LUMO energy ... 1.01 eV
Electronic energy ... -308.336920 Ha
SMILES string ... C[C@H](CN)N(C)C

These are the Mulliken partial charges, in e, on atoms 1 to 4: atom 1 (C): -1.48, atom 2 (C): 0.27, atom 3 (C): -0.59, atom 4 (N): -0.49



Look up the electronic energy of the seventh one.
-737.698989 Ha